1.
DFT (ωB97M-V with the def2-TZVPD basis set) results for a 12-piece molecular cluster, C48H84N12 overall in a non-equilibrium geometry.

```
144
Properties=species:S:1:pos:R:3:forces:R:3:mulliken_charge:R:1
C -6.560177 -23.799425 27.811435 0.279 0.374 -0.199 -0.57
C -6.221973 -23.664812 26.319477 -0.104 0.915 0.743 -0.29
C -6.833320 -24.743352 25.441218 -0.105 0.481 -0.886 1.86
C -6.617770 -26.104724 25.893309 0.388 -0.189 0.015 0.07
N -6.391086 -27.175670 26.239416 0.187 0.127 -0.069 -0.64
H -7.620752 -24.034090 27.895813 0.067 -0.244 0.305 0.16
H -6.419966 -22.844850 28.322938 -0.047 0.078 -0.161 -0.30
H -5.907765 -24.489795 28.345448 -0.289 -0.411 -0.166 0.49
H -5.151991 -23.539004 26.143515 0.068 -0.446 0.091 0.55
H -6.629241 -22.696140 26.009480 -0.198 -0.172 -0.243 -0.25
H -6.417940 -24.625232 24.434103 0.106 -0.337 0.064 -0.02
H -7.903657 -24.590387 25.274024 0.013 -0.014 0.436 -1.14
C -9.140415 -28.455929 26.524234 0.726 0.331 0.209 -0.36
C -9.174976 -29.656148 25.575571 0.024 0.768 0.356 -0.55
C -8.578086 -29.322075 24.196645 0.031 -0.966 0.061 -0.62
C -9.336121 -28.291193 23.506090 0.068 0.167 -0.085 0.30
N -9.961957 -27.481379 22.985191 0.125 -0.062 -0.089 -0.35
H -9.315219 -27.523319 25.983368 -0.292 -0.034 0.030 -0.35
H -8.141001 -28.331599 26.951272 -0.226 -0.176 -0.122 0.34
H -9.815598 -28.498381 27.377472 -0.297 -0.269 -0.193 0.35
H -10.210665 -29.967557 25.443928 0.076 -0.301 -0.085 0.33
H -8.574495 -30.455629 26.006158 -0.235 -0.239 -0.068 0.32
H -8.615034 -30.237509 23.598232 -0.128 0.126 -0.171 0.34
H -7.515201 -29.079760 24.234976 -0.096 0.384 0.225 0.29
C -7.777892 -20.628098 29.899499 0.935 0.920 0.137 -0.59
C -6.943112 -21.280208 30.982274 0.469 -0.360 0.281 -0.75
C -5.423463 -21.049563 30.812517 -0.347 -0.210 -0.195 -0.33
C -5.069745 -19.633900 30.702614 -0.135 -0.251 0.118 0.19
N -4.832496 -18.515846 30.619398 0.076 0.240 -0.047 -0.44
H -7.473596 -20.917474 28.892809 -0.364 -0.541 0.046 0.14
H -7.496221 -19.566732 29.917866 -0.574 0.097 0.118 0.48
H -8.838923 -20.759349 30.084244 -0.058 -0.033 -0.248 -0.03
H -7.099516 -22.361351 31.021049 0.011 0.005 -0.091 0.35
H -7.203936 -20.911284 31.976520 -0.230 0.120 -0.098 0.47
H -5.079316 -21.551401 29.905592 0.094 0.004 0.018 0.16
H -4.893272 -21.483709 31.659262 0.102 0.021 -0.031 0.37
C -7.535556 -19.801754 24.011182 0.021 0.388 -0.281 -1.00
C -8.548323 -19.689401 25.145719 0.386 -0.501 0.008 1.31
C -8.384226 -18.430116 25.990653 -0.389 0.304 0.435 -0.29
C -8.741205 -17.184149 25.300104 0.310 -0.175 -0.123 0.06
N -8.986591 -16.212398 24.740485 -0.072 -0.012 -0.022 -0.51
H -7.416538 -18.830502 23.526591 0.097 -0.025 -0.001 0.39
H -7.876583 -20.481514 23.229807 -0.066 -0.155 0.066 -0.06
H -6.548849 -20.133654 24.339183 -0.032 0.044 0.135 0.35
H -8.404745 -20.529149 25.826589 -0.138 -0.037 0.003 -0.90
H -9.555892 -19.784968 24.738868 -0.104 0.251 0.141 0.23
H -7.374982 -18.332769 26.396924 0.127 -0.005 -0.270 0.49
H -9.016058 -18.471598 26.883110 -0.120 -0.143 -0.107 -0.17
C -10.598128 -25.079693 25.005117 -0.014 0.355 0.553 -0.51
C -11.645968 -23.991714 25.180093 -0.014 0.245 -0.299 2.67
C -11.108513 -22.556789 25.265354 0.367 -0.601 0.523 1.70
C -10.256956 -22.358136 26.442837 -0.397 0.044 -0.142 -0.17
N -9.616976 -22.198558 27.382860 0.250 -0.033 0.137 -0.37
H -11.110978 -25.995990 24.728106 0.261 -0.141 -0.123 0.80
H -10.051980 -25.242989 25.941463 -0.118 -0.091 0.073 0.53
H -9.829367 -24.822202 24.271748 -0.256 -0.086 -0.295 -0.73
H -12.262097 -24.198477 26.056198 -0.044 0.093 -0.134 -1.46
H -12.312872 -23.966772 24.316242 0.084 -0.300 0.191 -1.36
H -11.963071 -21.886061 25.337119 0.292 0.299 -0.031 -0.90
H -10.492100 -22.351034 24.388154 -0.226 0.290 -0.138 -0.42
C -12.180351 -24.868363 28.763695 0.163 -0.304 0.210 -0.27
C -12.855522 -26.058195 28.076184 -0.199 1.356 -0.711 0.18
C -13.998232 -26.664555 28.885640 0.613 -0.287 0.341 -0.89
C -15.008875 -25.689578 29.295837 0.034 -0.184 -0.370 0.43
N -15.807417 -24.929609 29.608870 -0.089 0.103 0.155 -0.50
H -11.420682 -24.429108 28.116425 0.138 -0.114 0.083 -0.16
H -11.715495 -25.172333 29.705519 0.120 0.044 -0.027 0.60
H -12.873929 -24.059282 28.987814 -0.215 -0.168 -0.058 -0.32
H -12.124590 -26.795112 27.746688 -0.035 -0.287 0.392 0.26
H -13.260674 -25.655328 27.141522 -0.219 -0.198 0.028 0.03
H -13.585208 -27.075258 29.812717 -0.093 -0.143 -0.031 0.33
H -14.454174 -27.483255 28.330849 -0.217 0.049 0.080 0.37
C -12.170079 -21.469249 29.553484 0.692 0.526 -0.476 -0.15
C -12.048199 -19.982769 29.866333 -0.803 -0.108 0.296 -1.28
C -11.264147 -19.212016 28.804577 0.199 -0.246 0.235 0.52
C -11.909622 -19.257182 27.488660 0.148 0.097 0.249 0.10
N -12.424403 -19.292414 26.463579 0.015 -0.073 -0.124 -0.45
H -11.150680 -21.844172 29.425081 -0.157 -0.390 0.195 0.34
H -12.650991 -21.600109 28.583490 -0.165 -0.153 0.094 -0.53
H -12.702798 -22.018698 30.325343 0.008 -0.037 0.010 0.59
H -11.580544 -19.854066 30.844904 0.159 0.148 -0.111 0.46
H -13.050072 -19.548803 29.951014 0.065 0.082 0.026 0.37
H -10.274280 -19.668021 28.715733 0.017 0.064 -0.171 -0.60
H -11.125202 -18.177667 29.118584 -0.047 0.079 -0.174 0.60
C -12.043539 -24.996620 18.901080 -0.125 0.275 -0.259 -1.69
C -11.589235 -24.180807 20.109020 0.797 0.055 -0.582 1.20
C -11.278695 -25.062432 21.318307 -0.745 0.370 0.666 1.56
C -12.510838 -25.365011 22.073313 0.106 -0.449 -0.112 0.05
N -13.471864 -25.603481 22.659756 0.190 0.130 -0.137 -0.68
H -11.343780 -25.757916 18.550252 0.190 -0.031 0.417 0.37
H -12.169071 -24.337899 18.038735 -0.259 0.026 0.085 0.46
H -12.991912 -25.489324 19.120484 -0.045 -0.011 -0.121 0.36
H -12.320520 -23.396882 20.305357 -0.096 -0.252 0.337 -0.38
H -10.683825 -23.612541 19.872743 0.003 -0.223 -0.122 -0.46
H -10.613212 -24.584373 22.041345 -0.079 0.161 -0.151 -1.48
H -10.791127 -25.995160 21.046988 -0.086 -0.094 -0.104 0.64
C -8.881848 -18.014819 21.219265 0.115 0.076 0.255 -1.41
C -8.856337 -19.205348 20.273484 0.015 -0.002 -0.359 0.18
C -10.266536 -19.753327 19.995675 0.077 -0.133 -0.168 -0.93
C -10.729575 -20.582381 21.106919 0.048 0.562 -0.331 0.09
N -11.036669 -21.265935 21.971686 -0.002 -0.389 0.473 -0.07
H -9.578994 -18.173756 22.045386 -0.024 0.075 -0.014 0.28
H -9.156081 -17.101603 20.689960 -0.241 -0.057 0.032 0.42
H -7.911022 -17.808882 21.669657 0.058 -0.109 -0.105 0.38
H -8.231376 -20.024784 20.633863 0.005 0.056 0.122 -0.11
H -8.422545 -18.889549 19.322694 -0.018 -0.110 -0.035 0.39
H -10.298428 -20.415982 19.128679 0.215 0.116 -0.081 0.39
H -10.954659 -18.929708 19.800619 -0.134 -0.063 0.179 0.44
C -8.072063 -23.607869 22.107209 0.010 -0.084 -0.091 0.28
C -6.786085 -23.456921 21.297447 -0.235 0.890 0.012 -0.80
C -6.921839 -23.749990 19.792531 -0.363 -0.547 0.812 -0.80
C -7.978051 -22.951210 19.177536 0.129 -0.118 -0.337 0.35
N -8.819381 -22.370784 18.655220 0.029 0.124 0.109 -0.47
H -8.464541 -24.625546 22.032092 0.029 0.017 0.205 0.64
H -8.863326 -22.915051 21.814593 0.043 0.000 -0.327 -0.25
H -7.868362 -23.350992 23.148446 0.018 -0.253 0.051 -0.39
H -6.011693 -24.100440 21.713468 0.105 0.048 -0.073 0.41
H -6.482412 -22.410512 21.406907 0.344 -0.133 0.038 0.30
H -7.214353 -24.801805 19.717409 0.006 0.031 -0.336 0.30
H -5.979560 -23.620937 19.265928 -0.012 0.114 -0.062 0.44
C -15.837343 -19.410991 27.930239 0.525 0.136 -0.081 -0.58
C -16.680184 -20.522051 28.526324 -0.511 -0.163 -0.505 -0.60
C -15.892212 -21.745855 28.999653 0.009 -0.301 -0.015 -0.64
C -15.079387 -22.346756 27.939169 0.111 0.017 -0.113 0.35
N -14.480263 -22.876245 27.112537 0.030 0.080 0.175 -0.28
H -15.094049 -19.032662 28.638386 -0.095 0.032 0.098 0.18
H -16.437245 -18.567279 27.591820 -0.140 -0.034 0.136 0.40
H -15.267062 -19.733752 27.056950 -0.058 -0.187 0.010 -0.08
H -17.387426 -20.868828 27.767732 0.031 0.029 -0.050 0.30
H -17.306777 -20.131930 29.329082 0.179 -0.119 0.226 0.38
H -16.517801 -22.593582 29.299614 -0.230 0.345 0.178 0.49
H -15.253843 -21.523394 29.856869 0.137 0.055 -0.071 0.25
C -14.338934 -21.862385 22.086961 -0.589 0.407 -0.050 -1.44
C -13.887160 -22.046244 23.525053 0.308 -0.464 0.112 1.21
C -14.513631 -21.070087 24.532610 0.046 0.189 -1.282 1.60
C -15.974790 -21.099627 24.470905 0.063 -0.138 0.474 0.01
N -17.122596 -21.100135 24.454653 -0.125 -0.004 -0.055 -0.64
H -13.774215 -22.487264 21.398025 0.002 0.017 0.094 0.03
H -14.229645 -20.814919 21.785618 0.298 -0.042 -0.023 0.36
H -15.402764 -22.060722 21.932615 0.032 -0.268 0.186 0.45
H -12.801789 -21.911367 23.534219 -0.263 0.211 0.023 -0.91
H -14.042005 -23.067668 23.884857 -0.310 0.047 -0.236 0.29
H -14.233747 -20.066648 24.199659 0.140 0.107 0.438 0.53
H -14.161829 -21.277494 25.537936 -0.112 0.213 0.001 -1.36
```
Positions in Å, forces in eV/Å.

As for the total charge: 0. For the HOMO energy, the calculation gives -10.7 eV. As for the spin multiplicity: 1. The calculation puts the lowest unoccupied orbital energy at 0.11 eV.


2.
DFT (ωB97M-V with the def2-TZVPD basis set) results for C15H40MoOP2Si as an isolated structure in a non-equilibrium geometry.

```
60
Properties=species:S:1:pos:R:3:forces:R:3:mulliken_charge:R:1
Mo -0.105563 -0.132255 0.251692 1.517 0.177 1.174 -1.79
Si -2.096277 0.437880 -1.068561 -1.150 0.336 -0.173 0.96
P -0.255103 -2.395333 -0.334770 -0.682 -1.335 0.518 1.24
P 0.555131 2.261302 -0.009074 -0.498 0.874 0.729 1.23
H 1.492857 -0.176665 -0.081144 1.572 -0.155 0.036 0.02
C 1.050266 -3.650986 -0.028345 0.013 -0.107 -0.043 -1.38
H 0.614861 -4.649782 -0.187498 0.217 0.223 0.059 0.41
H 1.420878 -3.578149 1.001971 -0.117 0.063 -0.251 0.36
H 1.892716 -3.507955 -0.716965 -0.185 -0.038 0.195 0.31
C -0.857696 -2.938844 -1.978950 0.076 -0.202 -0.015 -1.12
H -0.982836 -4.032904 -1.934962 -0.019 0.326 -0.190 0.44
H -0.134514 -2.683655 -2.764798 -0.245 -0.077 0.176 0.23
H -1.820600 -2.466826 -2.211432 0.249 -0.070 0.100 0.28
C -1.594258 -3.025730 0.756922 -0.029 -0.683 -0.160 -1.10
H -1.730526 -4.094900 0.528404 -0.212 0.167 0.158 0.46
H -2.528352 -2.480223 0.570171 0.292 -0.100 0.025 0.25
H -1.311386 -2.900186 1.811768 -0.027 -0.011 -0.446 0.25
C 2.231045 2.890079 0.403129 0.068 -0.039 -0.006 -1.43
H 2.218275 3.992096 0.406710 0.043 -0.345 -0.015 0.43
H 2.946446 2.537178 -0.350724 -0.111 0.058 0.202 0.35
H 2.548779 2.525752 1.388774 -0.109 0.029 -0.279 0.37
C 0.261233 3.200523 -1.563915 0.100 -0.007 -0.003 -1.15
H 0.526952 4.254854 -1.381624 -0.088 -0.333 -0.126 0.48
H -0.791903 3.140111 -1.864400 0.240 -0.051 0.106 0.27
H 0.886287 2.793076 -2.368556 -0.188 0.123 0.169 0.22
C -0.460925 3.267478 1.153670 0.165 0.494 -0.047 -1.40
H -0.179331 4.328314 1.047315 -0.154 -0.230 0.071 0.51
H -0.296752 2.961091 2.195753 -0.035 0.135 -0.477 0.39
H -1.524126 3.150153 0.909571 0.262 0.005 0.031 0.23
C -2.195144 0.591504 -2.942629 -0.209 0.069 -0.261 -0.96
H -1.879921 -0.339704 -3.435281 -0.091 0.352 -0.034 0.21
H -1.590317 1.435560 -3.304915 -0.218 -0.344 -0.054 0.18
H -3.267043 0.779415 -3.141941 0.531 -0.076 -0.209 0.40
H -3.120197 -0.630426 -0.847116 -0.494 0.111 0.166 -0.37
H -2.643972 1.772197 -0.676297 -0.517 0.066 0.160 -0.34
C 1.541734 -0.272066 -3.152445 -1.801 0.701 0.652 0.66
O 0.606785 0.172749 -2.470592 1.687 -0.769 -0.659 0.06
C 2.500880 -1.316095 -2.663338 0.489 0.068 -0.003 -0.95
H 3.416102 -1.253344 -3.270766 -0.205 -0.208 0.246 0.45
H 2.064194 -2.320119 -2.798573 0.129 0.368 0.032 0.21
H 2.738835 -1.162863 -1.599774 -0.236 -0.077 -0.334 0.18
C 1.687580 0.214023 -4.574678 -0.054 0.062 0.077 -1.57
H 2.657276 0.710825 -4.700904 -0.123 -0.108 -0.028 0.39
H 0.873894 0.910048 -4.804883 0.221 -0.187 0.024 0.28
H 1.656558 -0.642184 -5.260597 0.062 0.154 0.085 0.40
C -1.782848 0.837441 3.285101 -0.227 0.137 0.128 -1.57
C -0.452339 0.104676 3.450801 -0.119 -0.132 -0.256 3.16
C 0.655656 1.042344 3.923621 0.358 0.326 0.312 -1.50
C -0.651654 -0.964142 4.504226 -0.139 -0.239 0.476 -2.11
C 0.028998 -0.568748 2.197846 0.420 0.971 -2.149 -0.79
H -2.002425 1.369307 4.225084 -0.098 -0.060 -0.263 0.43
H -2.592287 0.115549 3.103024 0.193 0.185 0.002 0.37
H -1.794937 1.565224 2.467215 0.053 -0.266 0.167 0.10
H 0.355327 1.592650 4.827435 0.033 -0.125 -0.076 0.40
H 1.550147 0.454217 4.166196 -0.098 0.142 -0.036 0.41
H 0.949560 1.778450 3.165978 -0.113 -0.259 0.109 -0.01
H -1.445103 -1.652122 4.204740 -0.011 -0.019 0.039 0.39
H 0.260975 -1.542885 4.654570 0.032 0.002 0.043 0.42
H -0.932337 -0.505007 5.452676 -0.069 -0.075 0.191 0.48
H 0.830465 -1.301946 2.436064 -0.353 0.003 -0.064 0.26
```
Positions in Å, forces in eV/Å.

As for the total charge: 0. For the HOMO energy (alpha / beta), the calculation gives -5.6 / -6.6 eV. As for the spin multiplicity: 3. The calculation puts the lowest unoccupied orbital energy (alpha / beta) at 0.44 / 0.27 eV.


Which formula does entry 1 have? C48H84N12


Look up the total charge of the first one. 0